# 1
Computed, not measured: a structure of composition C30H39GeN4O5V at a distorted geometry, with wB97M-V/def2-TZVPD.

Cartesian coordinates (Å):
V 0.1845 -0.4994 0.2562
O -0.9457 0.2134 4.2050
C -0.8817 -0.1329 3.0505
N 0.2587 -0.3184 2.2928
C 1.4858 -0.3953 2.8366
C 1.9376 0.0415 4.1071
C 3.2349 -0.2045 4.4521
C 4.1243 -0.8943 3.5887
C 3.7175 -1.3658 2.3709
C 2.3897 -1.1184 1.9729
N 1.7770 -1.5385 0.8373
C 2.0750 -2.7719 0.2959
O 2.9848 -3.5047 0.6056
C 1.0712 -3.1541 -0.7434
C 1.1763 -4.3393 -1.4443
C 0.2535 -4.5894 -2.4492
C -0.7149 -3.6376 -2.7251
C -0.7594 -2.4814 -1.9624
N 0.0940 -2.2654 -0.9602
C -2.0742 -0.6228 2.2975
C -3.3094 -0.6777 2.9116
C -4.3304 -1.3710 2.2797
C -4.0517 -2.0023 1.0812
C -2.7894 -1.8592 0.5224
N -1.8196 -1.1499 1.0920
H 1.2666 0.5582 4.7734
H 3.6024 0.1387 5.4102
H 5.1451 -1.0500 3.9117
H 4.3816 -1.9117 1.7211
H 1.9770 -5.0240 -1.2042
H 0.3065 -5.5052 -3.0226
H -1.4278 -3.7714 -3.5263
H -1.4613 -1.6807 -2.1577
H -3.4288 -0.2165 3.8817
H -5.3108 -1.4427 2.7306
H -4.7926 -2.5986 0.5678
H -2.5566 -2.3374 -0.4136
C -2.8079 2.2424 -2.7328
C -2.8330 1.0547 -1.7670
C -3.6043 -0.0631 -2.4594
C -3.5177 1.4772 -0.4715
O -1.4946 0.5719 -1.4770
Ge -0.1382 1.9089 -1.4262
O 1.0835 0.3922 -1.2291
C 2.1285 0.1958 -2.2425
C 2.6149 1.5628 -2.7261
C 1.5480 -0.5781 -3.4198
C 3.3160 -0.5361 -1.6376
O -0.1341 1.7227 0.4773
C 0.4558 2.8483 1.1992
C 0.0135 4.1611 0.5479
C -0.0586 2.8647 2.6310
C 1.9728 2.7284 1.1677
H -3.8295 2.4773 -3.0367
H -2.2336 2.0062 -3.6308
H -2.3946 3.1476 -2.2854
H -4.6070 0.2771 -2.7222
H -3.7191 -0.9380 -1.8254
H -3.0990 -0.3512 -3.3838
H -4.5288 1.8387 -0.6680
H -2.9562 2.2809 0.0099
H -3.5856 0.6483 0.2305
H 1.8588 2.1022 -3.2953
H 3.4722 1.4171 -3.3838
H 2.9410 2.1844 -1.8915
H 0.6059 -0.1332 -3.7466
H 1.3798 -1.6253 -3.1697
H 2.2449 -0.5518 -4.2589
H 3.6329 -0.0661 -0.7055
H 4.1509 -0.4956 -2.3377
H 3.1120 -1.5894 -1.4647
H -1.0739 4.1925 0.4479
H 0.4626 4.3352 -0.4301
H 0.3111 4.9901 1.1907
H -1.1485 2.8122 2.6458
H 0.2403 3.7960 3.1131
H 0.3434 2.0561 3.2306
H 2.3498 2.7718 0.1450
H 2.3077 1.7935 1.6210
H 2.4282 3.5502 1.7243

Output
* net charge: +1
* energy relative to the best compared isomer or geometry (same formula, charge and spin): 0.00 kcal per mole
* HOMO-LUMO gap (alpha / beta): 5.9 / 5.6 eV
* HOMO energy (alpha / beta): -10.55 / -10.49 eV
* 2S+1: 2
* E_LUMO (alpha / beta): -4.66 / -4.91 eV
* <S²>: 0.795

Löwdin atomic charge list, values in e, 8 entries:
1 V 1.125
2 O 0.125
3 C -0.415
4 N 0.020
5 C -0.203
6 C -0.004
7 C -0.052
8 C -0.053

# 2
Computed, not measured: an isolated molecule of C5H10O, with wB97M-V/def2-TZVPD.

Cartesian coordinates (Å):
C -1.4267 -1.4601 1.0116
C -0.4102 -0.3207 1.0335
C -0.5471 0.7094 -0.0542
O 0.2237 1.8779 0.2192
C 0.5089 1.1726 -0.9712
C 1.7992 0.4312 -1.2127
H -2.4525 -1.0752 1.0453
H -1.3072 -2.0867 1.9006
H -1.3359 -2.1061 0.1295
H -0.5674 0.2986 1.9200
H 0.6167 -0.6980 1.1255
H -1.5851 0.9044 -0.3536
H 0.1474 1.7012 -1.8533
H 2.0937 -0.2143 -0.3792
H 2.6535 1.0684 -1.4804
H 1.5891 -0.2024 -2.0805

Output
* energy relative to the best compared isomer or geometry (same formula, charge and spin): 29.59 kcal per mole
* HOMO-LUMO gap: 11.1 eV
* HOMO energy: -10.00 eV
* E_LUMO: 1.13 eV

Löwdin atomic charge list, values in e, 8 entries:
1 C -0.103
2 C -0.208
3 C -0.278
4 O -0.014
5 C -0.318
6 C -0.037
7 H 0.072
8 H 0.070

# 3
Computed, not measured: a cluster of 2 separate species, C5H12B3BrNO7PS in total at a distorted geometry, with wB97M-V/def2-TZVPD.

Cartesian coordinates (Å):
N 2.6318 0.9027 -0.3480
C 1.1124 0.7054 -0.2525
B 0.4318 2.1980 -0.5550
O 1.0159 3.1854 -1.5283
B -0.0227 4.2753 -1.5406
Br 0.3094 6.1741 -0.9650
O -1.3846 3.8183 -1.9933
B -1.8217 2.9541 -0.8404
P -3.6171 2.2839 -0.6763
O -3.8022 1.2782 0.7690
O -4.0399 1.2549 -2.0337
S -4.8846 3.8074 -0.5975
O -0.8062 2.5845 0.2086
H 2.7872 1.8374 0.1027
H 2.8052 1.0142 -1.3921
H 0.7718 0.3103 0.8066
H 0.7576 -0.0517 -1.0712
H -3.2319 1.6858 1.4995
H -3.5974 0.3579 -1.9711
O 0.9947 -2.4524 -1.4172
C 1.2139 -2.8342 -0.2795
C 0.3714 -3.8075 0.4881
C 0.8608 -3.6051 1.8998
C 2.2910 -3.1789 1.6954
O 2.2975 -2.4606 0.4625
H 0.5761 -4.8194 0.1275
H -0.6906 -3.5697 0.3937
H 0.7622 -4.4939 2.5287
H 0.2952 -2.7923 2.3715
H 2.9705 -4.0329 1.6057
H 2.6425 -2.5294 2.5024

Output
* HOMO-LUMO gap: 8.5 eV
* HOMO energy: -9.14 eV
* E_LUMO: -0.65 eV

Löwdin atomic charge list, values in e, 8 entries:
1 N -0.030
2 C -0.154
3 B -0.329
4 O 0.107
5 B -0.751
6 Br 0.730
7 O 0.082
8 B -0.468

# 4
Computed, not measured: a cluster of 2 separate species, C4H7ClO in total at a distorted geometry, with wB97M-V/def2-TZVPD.

Cartesian coordinates (Å):
C 0.5286 1.6532 0.1391
C 0.1320 0.3875 0.2256
C 0.7291 -0.8898 0.7197
C -1.7087 -0.1032 -0.8491
O 1.9701 -1.1325 0.1361
Cl -3.0140 -0.3099 0.2700
H 0.0115 2.4300 -0.4864
H 1.4316 2.1271 0.5603
H 0.0261 -1.8255 0.7673
H 1.0048 -0.6327 1.8371
H -1.7576 0.6679 -1.5211
H -1.2970 -1.0375 -0.9872
H 1.9435 -1.3346 -0.8114

Output
* energy relative to the best compared isomer or geometry (same formula, charge and spin): 97.63 kcal per mole
* HOMO-LUMO gap: 9.4 eV
* HOMO energy: -8.70 eV
* E_LUMO: 0.74 eV

Löwdin atomic charge list, values in e, 8 entries:
1 C -0.009
2 C -0.143
3 C -0.319
4 C -0.483
5 O -0.071
6 Cl 0.528
7 H 0.067
8 H 0.065

# 5
Computed, not measured: the ion C2H5N4O with charge +1 at a distorted geometry, with wB97M-V/def2-TZVPD.

Cartesian coordinates (Å):
C 0.7733 0.9568 -1.2019
C 0.3400 0.4993 0.0572
N 0.3631 0.1819 -2.1415
N -0.2837 -0.7188 -0.1143
N 0.3965 1.0342 1.2460
N -0.9756 -1.5202 0.6522
O -0.0942 -0.8845 -1.7300
H 1.4079 1.7993 -1.3456
H 0.6110 2.0994 1.1906
H -0.1161 0.6351 2.0920
H -0.5423 -2.4435 1.0751
H -1.8800 -1.6389 0.2202

Output
* net charge: +1
* energy relative to the best compared isomer or geometry (same formula, charge and spin): 50.69 kcal per mole
* HOMO-LUMO gap (alpha / beta): 7.7 / 6.4 eV
* HOMO energy (alpha / beta): -11.55 / -14.69 eV
* 2S+1: 3
* E_LUMO (alpha / beta): -3.89 / -8.33 eV
* <S²>: 2.011

Löwdin atomic charge list, values in e, 8 entries:
1 C 0.034
2 C -0.290
3 N 0.013
4 N -0.067
5 N 0.218
6 N 0.117
7 O 0.131
8 H 0.147

# 6
Computed, not measured: a structure of composition C17H27N3O4S at a distorted geometry, with wB97M-V/def2-TZVPD.

Cartesian coordinates (Å):
C -5.1246 -2.0954 1.1023
O -4.7451 -0.8367 0.4726
C -3.4346 -0.3684 0.2635
C -2.4697 -1.3448 0.5182
C -1.1925 -1.0912 0.1533
C -1.0075 0.2835 -0.1088
C -2.0989 1.1070 -0.2434
C -3.3643 0.8527 -0.3176
O -4.3297 1.7972 -0.6188
C -5.4818 1.7458 0.1309
H -6.0101 2.9654 -0.0723
H -6.2912 1.1004 -0.3207
H -5.3786 1.5141 1.1094
O -1.8510 2.5956 -0.8282
C -0.5875 3.0134 -1.1499
H -0.7846 4.0170 -1.2531
H -0.0015 2.8876 -0.0175
H -0.0317 2.4116 -1.6766
H 0.1746 0.8018 -0.3306
N -0.2143 -1.7755 0.6941
C 0.8420 -2.1529 -0.2837
N 0.9062 -1.4653 -1.2334
H 0.3441 -0.7411 -1.5905
C 2.0869 -1.7055 -2.0894
H 1.7758 -1.7649 -3.5193
C 3.1926 -0.5400 -2.2788
C 3.6916 -0.4549 -0.8765
N 2.8241 0.7692 -0.1599
C 2.6216 0.2907 1.4102
C 3.9603 0.7849 2.1437
O 4.1368 2.3200 1.8202
C 4.2580 2.4720 0.3730
C 3.1093 2.0624 -0.2957
H 3.2207 2.0939 -1.3988
H 2.1689 2.5212 0.0191
H 4.4412 3.7831 0.4629
H 5.2378 2.0278 -0.0444
H 3.7850 0.7113 3.4124
H 4.8036 0.3113 1.7715
H 2.4586 -0.6168 1.5446
H 1.8929 0.7649 1.8402
H 3.6464 -1.1391 -0.0949
H 4.5868 0.1197 -0.9544
H 2.5415 0.1830 -2.6120
H 3.8184 -0.7307 -3.0292
H 2.8319 -2.7135 -1.9291
S 2.0076 -3.4188 0.4259
H -0.2038 -2.6093 1.3831
H -2.6714 -2.2177 0.8102
H -4.8628 -2.1510 2.0605
H -4.8039 -2.8512 0.3124
H -6.2358 -2.1000 1.0496

Output
* energy relative to the best compared isomer or geometry (same formula, charge and spin): 445.06 kcal per mole
* HOMO-LUMO gap: 8.5 eV
* HOMO energy: -8.12 eV
* E_LUMO: 0.39 eV

Löwdin atomic charge list, values in e, 8 entries:
1 C -0.022
2 O -0.132
3 C -0.141
4 C 0.058
5 C -0.333
6 C 0.034
7 C -0.071
8 C -0.173

# 7
Computed, not measured: an isolated molecule of C18H18N2O3S, with wB97M-V/def2-TZVPD.

Cartesian coordinates (Å):
O 7.7338 1.8037 0.4435
C 6.6475 1.3772 0.1111
C 5.8962 1.7850 -1.0663
C 4.6921 1.2603 -1.3597
C 4.0892 0.2685 -0.5210
C 2.8413 -0.3036 -0.7859
C 2.3312 -1.2546 0.0618
S 0.7176 -1.9411 -0.2773
O 0.6106 -3.2133 0.3808
O 0.4610 -1.8570 -1.6839
N -0.2489 -0.8166 0.5195
C -1.4251 -0.3639 -0.1984
C -2.5023 -1.4419 -0.3055
C -3.7205 -0.9625 -1.1041
C -4.4280 0.1628 -0.4032
C -5.2579 -0.1001 0.6802
C -5.8923 0.9290 1.3521
C -5.7054 2.2403 0.9487
C -4.8826 2.5139 -0.1301
C -4.2484 1.4817 -0.7995
C 3.0290 -1.6711 1.1891
C 4.2588 -1.1225 1.4734
C 4.8003 -0.1477 0.6260
N 6.0155 0.4131 0.8828
H 6.3646 2.5315 -1.6880
H 4.1488 1.5740 -2.2393
H 2.2765 -0.0191 -1.6592
H -0.4736 -1.1732 1.4373
H -1.8117 0.5258 0.3069
H -1.0786 -0.0884 -1.1955
H -2.0606 -2.3125 -0.7947
H -2.8167 -1.7370 0.6993
H -4.4070 -1.8027 -1.2285
H -3.3924 -0.6406 -2.0936
H -5.4118 -1.1227 0.9952
H -6.5367 0.7081 2.1906
H -6.2022 3.0448 1.4707
H -4.7354 3.5345 -0.4525
H -3.6094 1.7008 -1.6432
H 2.5924 -2.4353 1.8117
H 4.8156 -1.4381 2.3431
H 6.5254 0.1106 1.7053

Output
* energy relative to the best compared isomer or geometry (same formula, charge and spin): 23.22 kcal per mole
* HOMO-LUMO gap: 8.7 eV
* HOMO energy: -8.84 eV
* E_LUMO: -0.12 eV

Löwdin atomic charge list, values in e, 8 entries:
1 O 0.061
2 C -0.466
3 C 0.026
4 C -0.002
5 C -0.142
6 C 0.004
7 C -0.277
8 S 0.652